# 1
{
  "formula": "C31H22CrNPS",
  "method": "ωB97M-V/def2-TZVPD",
  "symbols": ["Cr", "C", "C", "C", "C", "C", "C", "P", "C", "C", "C", "C", "C", "C", "C", "C", "C", "C", "C", "C", "C", "C", "C", "C", "H", "H", "H", "H", "H", "H", "H", "H", "H", "H", "H", "H", "H", "H", "H", "H", "S", "C", "C", "C", "C", "C", "C", "C", "C", "C", "N", "H", "H", "H", "H", "H", "H"],
  "xyz": [[-0.427993, -0.620507, 1.353660], [0.714871, -0.579517, -5.766639], [-0.369179, -1.271981, -5.245991], [-0.683510, -1.154486, -3.900168], [0.065885, -0.331711, -3.061252], [1.151531, 0.356991, -3.595192], [1.477255, 0.232253, -4.938161], [-0.476623, -0.230539, -1.315896], [1.067410, 0.436627, -0.527533], [2.147975, -0.442450, -0.383946], [3.368914, 0.015973, 0.082543], [3.523972, 1.352931, 0.429067], [2.452208, 2.227977, 0.325085], [1.227090, 1.770707, -0.149397], [-1.577505, 1.227097, -1.319905], [-1.774417, 1.991835, -2.438532], [-2.697533, 3.063046, -2.430857], [-3.414351, 3.332470, -1.304138], [-3.240262, 2.554808, -0.129611], [-3.996618, 2.824125, 1.038859], [-3.820769, 2.064391, 2.155130], [-2.866139, 1.016316, 2.159529], [-2.085408, 0.701983, 1.067526], [-2.306526, 1.494462, -0.111993], [0.967919, -0.676515, -6.814186], [-0.965618, -1.911107, -5.883408], [-1.522378, -1.711725, -3.498753], [1.751842, 0.999845, -2.962303], [2.324902, 0.773469, -5.337670], [2.029791, -1.486716, -0.653868], [4.201618, -0.669409, 0.174121], [4.479262, 1.708897, 0.793299], [2.567210, 3.268427, 0.599876], [0.394861, 2.455898, -0.260621], [-1.233343, 1.779399, -3.351598], [-2.834842, 3.657822, -3.324688], [-4.132651, 4.144016, -1.291811], [-4.715140, 3.635248, 1.023825], [-4.408468, 2.264490, 3.042903], [-2.767080, 0.445774, 3.079312], [0.086854, -4.806361, 2.937205], [-1.277358, -4.909221, 1.912475], [-1.597044, -3.707270, 1.353298], [-0.736952, -2.633612, 1.751577], [0.216387, -3.120701, 2.614622], [1.217096, -2.238633, 3.200238], [2.172406, -2.619813, 4.142252], [3.031530, -1.667310, 4.651744], [2.937790, -0.347580, 4.227720], [1.977091, -0.045111, 3.280400], [1.150791, -0.959752, 2.776159], [-1.773278, -5.856169, 1.769484], [-2.431507, -3.584804, 0.676794], [2.219175, -3.648765, 4.471065], [3.766405, -1.953931, 5.393528], [3.583903, 0.426581, 4.613656], [1.858552, 0.961838, 2.901164]],
  "forces_ev_per_a": [[-0.055, -0.051, 0.429], [0.000, 0.000, 0.001], [0.027, 0.030, 0.022], [-0.034, -0.052, -0.041], [0.002, -0.040, -0.040], [0.074, 0.065, 0.029], [-0.045, -0.032, 0.001], [0.071, 0.086, 0.077], [-0.156, 0.035, -0.186], [0.031, 0.028, 0.027], [-0.005, -0.037, -0.023], [-0.003, 0.044, 0.056], [-0.031, -0.097, 0.012], [-0.025, 0.032, 0.000], [-0.052, -0.024, 0.080], [-0.070, 0.113, -0.095], [0.063, -0.075, 0.003], [0.024, -0.060, 0.054], [-0.164, 0.175, 0.008], [0.013, 0.008, -0.061], [0.075, -0.076, 0.004], [-0.075, 0.054, 0.100], [0.164, 0.004, -0.309], [0.163, -0.230, -0.030], [0.005, 0.002, -0.013], [-0.001, -0.008, -0.015], [0.003, 0.017, 0.040], [-0.017, -0.002, 0.014], [0.012, 0.005, -0.007], [-0.015, 0.007, -0.018], [0.002, -0.002, 0.014], [0.011, 0.001, -0.013], [0.005, 0.007, 0.010], [0.008, 0.003, 0.014], [0.013, -0.005, 0.002], [0.008, -0.009, -0.012], [-0.011, 0.008, 0.022], [-0.009, 0.011, -0.010], [0.007, -0.015, 0.026], [0.021, -0.018, -0.008], [-0.001, -0.189, 0.092], [-0.063, 0.025, -0.108], [0.081, 0.131, 0.054], [-0.186, -0.003, -0.088], [0.238, 0.435, 0.032], [-0.048, -0.236, 0.044], [-0.007, 0.076, -0.018], [0.050, -0.093, 0.108], [-0.135, 0.035, -0.138], [0.167, -0.043, 0.134], [-0.171, -0.057, -0.262], [0.006, -0.029, 0.011], [-0.016, -0.016, -0.007], [0.008, -0.004, 0.009], [0.021, 0.027, -0.014], [0.019, -0.005, 0.011], [0.002, 0.040, -0.023]],
  "homo_lumo_gap_ev": [7.0188, 7.7644],
  "total_energy_ha": -3033.24746,
  "multiplicity": 5,
  "e_lumo_ev": [0.18, 0.02],
  "s2": 6.037
}

# 2
{
  "formula": "C5H9N",
  "method": "ωB97M-V/def2-TZVPD",
  "symbols": ["C", "C", "C", "N", "C", "C", "H", "H", "H", "H", "H", "H", "H", "H", "H"],
  "xyz": [[-2.188576, -0.430036, 1.168524], [-1.829237, 0.619034, 0.422798], [-0.452135, 0.989194, -0.067167], [0.476402, -0.089466, 0.044096], [1.388456, -0.382950, -0.947865], [2.555790, -1.042115, -0.719920], [-3.242298, -0.490920, 1.410690], [-1.440040, -1.113697, 1.553811], [-2.674035, 1.147118, -0.017684], [-0.160219, 1.920274, 0.480894], [-0.523377, 1.387559, -1.088649], [0.837968, -0.127733, 0.988466], [1.270051, 0.163406, -1.881585], [3.068752, -0.952296, 0.230081], [2.912496, -1.597371, -1.576488]],
  "forces_ev_per_a": [[0.618, 1.069, -0.279], [-0.727, -0.856, -0.499], [-0.909, 1.407, 0.023], [0.571, 0.806, 0.336], [1.264, 0.313, 0.975], [-1.074, 0.647, -0.738], [0.154, -0.532, 0.122], [-0.315, -0.131, 0.124], [0.305, 0.561, 0.226], [0.161, -0.625, -0.038], [0.030, -0.572, -0.030], [0.173, -0.584, -0.064], [-0.904, -1.030, -0.411], [-0.281, -0.969, 0.156], [0.935, 0.496, 0.098]],
  "homo_lumo_gap_ev": 8.8954,
  "smiles": "C=CCNC=C",
  "total_energy_ha": -250.57972,
  "e_lumo_ev": 1.07,
  "relative_energy_kj_mol": 229.00
}

# 3
{
  "formula": "C31H44ClFN2O13S2",
  "method": "ωB97M-V/def2-TZVPD",
  "symbols": ["C", "C", "Cl", "C", "C", "C", "C", "C", "C", "O", "C", "C", "C", "C", "C", "C", "C", "C", "F", "C", "N", "S", "N", "C", "C", "S", "H", "H", "H", "H", "H", "H", "H", "H", "H", "H", "H", "H", "H", "H", "H", "H", "H", "H", "H", "H", "C", "O", "C", "O", "O", "C", "H", "H", "H", "H", "H", "H", "C", "O", "C", "O", "O", "C", "H", "H", "H", "H", "H", "H", "C", "O", "C", "O", "O", "C", "H", "H", "H", "H", "H", "H", "C", "O", "C", "O", "O", "C", "H", "H", "H", "H", "H", "H"],
  "xyz": [[-1.202589, 3.643091, -1.953643], [-2.216709, 3.556083, -3.189794], [-3.931892, 3.015091, -2.704361], [-1.689758, 2.668356, -4.429297], [-0.292672, 1.934209, -4.188834], [-0.090207, 0.684999, -3.208083], [-1.346467, 0.138668, -2.385529], [-1.118263, 0.024259, -0.795538], [-1.134514, -1.561795, -0.385465], [0.121719, 0.595006, -0.320558], [0.031005, 1.059756, 1.046024], [0.609184, 2.582465, 1.033799], [0.325731, 3.626451, 2.159836], [0.914919, 5.073504, 1.985521], [1.760758, 5.543394, 0.771063], [2.083555, 4.490617, -0.331004], [1.502780, 3.027467, -0.183839], [1.321084, 0.070166, -3.132673], [1.478567, -1.072214, -2.267873], [2.596334, 0.564221, -3.896247], [3.888181, -0.060442, -3.785612], [4.806590, 0.973453, -4.831433], [3.636524, 2.106613, -5.411703], [2.350275, 1.820811, -4.818014], [0.945967, 2.499269, -4.981853], [0.852366, 3.973714, -6.107374], [-1.119101, 2.668583, -1.348888], [-0.137412, 3.918993, -2.315822], [-1.478101, 4.463151, -1.181269], [-2.347522, 4.631396, -3.590671], [-2.477507, 1.829903, -4.585689], [-1.735374, 3.311178, -5.377989], [-1.653188, -0.861573, -2.884196], [-2.249059, 0.848734, -2.537727], [-2.062448, 0.465134, -0.286223], [-1.417137, -2.247093, -1.254533], [-1.832593, -1.737612, 0.515906], [-0.073102, -1.854586, -0.050552], [-1.016259, 1.023077, 1.502689], [0.742195, 0.439004, 1.722041], [-0.296867, 3.313522, 3.072986], [0.664561, 5.826747, 2.804639], [2.168390, 6.604573, 0.619764], [2.700008, 4.747425, -1.267473], [1.791121, 2.314154, -1.046579], [2.040487, 4.664435, -5.793215], [2.801271, -7.231693, -0.320405], [2.347392, -5.880387, -0.279504], [3.231226, -4.986730, -0.760720], [4.326348, -5.239928, -1.201908], [2.681492, -3.764508, -0.663958], [3.513995, -2.706943, -1.141688], [2.011239, -7.861800, 0.090459], [2.991506, -7.543549, -1.349992], [3.696703, -7.356326, 0.292972], [3.732572, -2.837653, -2.203824], [4.437732, -2.651419, -0.560459], [2.971957, -1.771894, -1.015136], [0.792697, -3.598334, 4.078759], [0.441447, -2.220285, 4.206630], [-0.100272, -1.895994, 5.395062], [-0.299104, -2.653497, 6.314084], [-0.382013, -0.578464, 5.381528], [-0.966024, -0.092405, 6.589017], [1.218371, -3.743390, 3.085002], [1.545666, -3.874674, 4.820512], [-0.092629, -4.231782, 4.171282], [-0.282904, -0.229818, 7.430538], [-1.920999, -0.586671, 6.781615], [-1.149475, 0.975728, 6.464684], [-10.516751, 0.063844, -5.176705], [-9.912439, 1.299398, -4.799144], [-8.688503, 1.171625, -4.256733], [-8.097030, 0.134209, -4.077028], [-8.238810, 2.400678, -3.949677], [-6.939026, 2.418082, -3.360806], [-11.496568, 0.287367, -5.600739], [-9.917995, -0.441469, -5.938028], [-10.656237, -0.579376, -4.304746], [-6.198579, 2.006571, -4.049792], [-6.936358, 1.868291, -2.416400], [-6.678294, 3.456793, -3.155333], [7.095104, -3.301122, 6.186522], [6.247315, -2.336212, 6.806999], [5.025295, -2.239957, 6.254968], [4.617641, -2.882599, 5.316992], [4.336080, -1.303362, 6.929539], [3.010449, -1.094451, 6.447158], [8.050911, -3.292609, 6.711999], [6.664760, -4.301895, 6.268455], [7.273612, -3.041492, 5.140482], [2.418327, -2.008285, 6.539340], [3.027299, -0.747005, 5.411339], [2.548042, -0.320969, 7.062074]],
  "forces_ev_per_a": [[0.084, 0.152, 0.593], [1.278, 1.324, -0.209], [1.437, 0.361, -0.083], [-0.663, -1.391, 0.414], [4.121, 0.513, -1.284], [3.261, 0.614, -1.499], [0.415, 0.699, -0.812], [-0.982, -2.486, 0.081], [0.437, 0.194, 0.567], [-1.961, 0.172, 0.537], [1.566, 1.385, 0.652], [1.281, 3.036, -0.408], [2.331, 0.730, -3.655], [0.258, -1.822, -1.807], [-1.074, -4.081, -0.287], [-2.524, -1.374, 3.183], [-0.096, 2.586, 1.831], [-2.182, 0.892, -0.069], [-0.574, 2.806, -2.277], [-1.649, -0.539, 0.834], [-3.216, 4.516, -2.395], [-3.648, 0.488, 0.464], [-2.130, -1.949, 2.300], [2.432, -2.018, 0.695], [-0.446, -2.171, 2.407], [0.742, -0.734, 1.155], [-0.144, 1.398, -1.146], [-1.854, -0.562, 0.344], [0.140, -1.319, -1.466], [-0.001, -1.809, 0.733], [1.342, 1.359, 0.163], [0.535, -1.064, 1.465], [0.586, 1.517, 1.163], [1.691, -1.066, 0.030], [1.769, -0.191, -0.780], [0.228, 1.017, 1.284], [1.005, 0.186, -1.490], [-1.577, 0.457, -0.570], [1.336, 0.078, -0.843], [-1.246, 0.850, -1.147], [1.102, 0.762, -1.581], [0.453, -1.151, -1.314], [-0.868, -1.785, 0.622], [-1.075, -0.421, 1.737], [-0.818, 1.083, 1.792], [-1.153, -1.115, -0.018], [0.079, -0.414, 0.015], [0.174, 0.325, -0.103], [-0.041, 0.225, -0.013], [-0.524, 0.044, 0.218], [0.063, -0.625, 0.069], [0.394, 0.474, -0.033], [-0.054, 0.311, -0.014], [0.136, 0.092, 0.136], [-0.010, 0.053, -0.207], [0.071, -0.042, 0.172], [-0.024, -0.192, -0.162], [-0.018, -0.378, 0.138], [0.190, -0.535, -0.130], [-0.301, 0.411, 0.524], [0.048, -0.109, -0.252], [0.092, 0.422, -0.392], [0.182, -0.421, -0.133], [-0.193, 0.206, 0.338], [-0.083, 0.301, 0.086], [-0.175, 0.026, -0.006], [0.108, 0.098, 0.149], [-0.149, -0.140, -0.063], [0.201, -0.063, 0.065], [0.134, -0.155, -0.240], [-0.241, -0.345, -0.138], [0.411, 0.077, 0.190], [0.000, 0.123, 0.013], [-0.284, 0.463, -0.089], [-0.335, -0.424, -0.149], [0.312, 0.071, 0.129], [0.180, 0.246, 0.102], [0.016, -0.015, 0.212], [0.170, 0.014, -0.128], [-0.154, -0.085, 0.142], [0.039, -0.085, -0.183], [-0.304, -0.071, -0.163], [0.323, -0.290, -0.157], [-0.471, 0.129, -0.112], [0.023, 0.062, 0.085], [0.163, 0.275, 0.428], [0.363, -0.319, -0.148], [-0.434, 0.116, -0.168], [-0.232, 0.202, 0.101], [-0.033, 0.146, -0.150], [-0.159, -0.116, 0.084], [0.114, 0.049, -0.116], [-0.015, -0.187, 0.066], [0.302, -0.080, 0.077]],
  "homo_lumo_gap_ev": 6.8565,
  "total_energy_ha": -3651.33358,
  "e_lumo_ev": -1.58,
  "relative_energy_kj_mol": 659.25
}